The following is a DFT calculation (the ωB97M-V functional and the def2-TZVPD basis) of a molecular structure, C11H21AuCl3N3O6PTe.

- Gap between HOMO and LUMO (spin up / spin down): 4.28 / 4.27 eV
- ΔE to the lowest compared entry with this formula, charge and spin: 0.8317 eV
- Calculated total energy: -86337.5977 eV
- Highest occupied orbital energy (spin up / spin down): -10.4 / -10.4 eV

ORCA input file:
```
! wB97M-V def2-TZVPD RIJCOSX def2/J DEFGRID3
* xyz 1 1
Au -0.7055 -0.1602 0.8352
Cl 1.2212 0.9719 1.6881
C 0.8178 0.5061 3.4488
Cl 1.3163 -1.1658 3.6665
Cl 1.6935 1.5936 4.4600
C -0.7396 0.5840 3.6680
O -1.1290 0.9550 4.7320
O -1.4817 0.1543 2.6853
N -1.2395 -3.5882 0.9640
C -0.6089 -4.4990 1.2987
N 0.0797 -5.5574 1.6626
C -0.2737 -6.2370 2.9229
C 0.6395 -5.7444 4.0323
O 1.9978 -5.9135 3.6733
C 2.3335 -5.1701 2.5198
C 1.5126 -5.6277 1.3263
H -0.1353 -7.3071 2.7649
H -1.3211 -6.0468 3.1496
H 0.4782 -6.3158 4.9445
H 0.4346 -4.6845 4.2406
H 3.3955 -5.3251 2.3377
H 2.1601 -4.0985 2.6987
H 1.7408 -6.6670 1.0871
H 1.7040 -5.0143 0.4473
N -2.4436 -1.1395 0.2863
H -3.2119 -0.8272 0.8746
H -2.2242 -2.1372 0.4711
H -2.6496 -0.9904 -0.7006
C -2.3886 3.0409 -3.0470
C -2.0324 2.3655 -1.7470
O -0.7240 1.7335 -1.8478
P -0.3997 0.2498 -2.2612
O 0.1241 -0.4806 -0.9865
Te 1.2735 -0.0191 -3.8371
O -1.8484 -0.3353 -2.5980
C -2.0694 -1.4089 -3.5664
C -1.6889 -2.7550 -2.9999
H -3.3387 3.5647 -2.9387
H -2.4886 2.3106 -3.8502
H -1.6237 3.7652 -3.3226
H -2.7741 1.6170 -1.4692
H -1.9284 3.0803 -0.9333
H -1.4949 -1.1747 -4.4619
H -3.1296 -1.3426 -3.7994
H -0.6327 -2.7816 -2.7302
H -1.8645 -3.5212 -3.7555
H -2.2855 -3.0112 -2.1229
*
```

The following is a DFT calculation (the ωB97M-V functional and the def2-TZVPD basis) of a gas-phase ion, C7H7F2INO2 (charge -1).

- Gap between HOMO and LUMO: 7.09 eV
- ΔE to the lowest compared entry with this formula, charge and spin: 0.0000 eV
- Calculated total energy: -26492.5676 eV
- Highest occupied orbital energy: -4.3 eV
- SMILES: C/C=C(C(=O)[O-])/C(=N/C)C(F)(F)I

ORCA input file:
```
! wB97M-V def2-TZVPD RIJCOSX def2/J DEFGRID3
* xyz -1 1
C -0.8128 -1.2677 -1.0365
C -0.4124 -0.1191 -0.5584
C 0.3699 0.2538 0.6346
C -0.7407 1.2474 -1.4025
C -1.6667 -1.4955 -2.2373
C 0.5138 1.1807 2.9487
C 1.8723 -0.0593 0.5156
N -0.1902 0.7247 1.7085
O 0.2276 1.9000 -1.6208
O -1.9042 1.2999 -1.6803
F 1.9991 -1.3646 0.7990
F 2.6417 0.6167 1.4089
I 2.7169 0.0966 -1.5361
H -0.7867 -2.1337 -0.3599
H -1.0939 -2.2021 -2.8800
H -2.6541 -2.1287 -2.1122
H -1.9013 -0.5134 -2.6262
H 1.2758 1.8926 2.8365
H 0.8414 0.4085 3.6901
H -0.2954 1.6632 3.5084
*
```